ORCA calculation (ωB97M-V with the def2-TZVPD basis set) on a cluster of 8 separate species, C11H20BrCl14FO3S in total.

XYZ file:
```
51
C11H20BrCl14FO3S | the OMol25 dataset | ωB97M-V with the def2-TZVPD basis set
O 4.89 0.86 1.30
S 4.75 0.92 2.72
O 5.83 1.45 3.48
C 4.43 -0.73 3.33
C 3.06 -1.30 2.92
Br 3.30 -2.31 1.25
C 2.00 -0.23 2.70
F 0.79 -0.70 3.21
C 2.27 1.05 3.46
O 3.43 1.76 3.04
H 5.21 -1.31 2.84
H 4.57 -0.77 4.41
H 2.72 -2.03 3.65
H 1.83 -0.06 1.64
H 2.30 0.83 4.53
H 1.42 1.72 3.29
C -1.31 -0.10 -0.32
Cl 0.26 -0.90 -0.33
Cl -1.17 1.66 -0.41
H -1.88 -0.44 -1.18
H -1.83 -0.36 0.60
C -2.47 4.50 -3.20
Cl -1.15 4.86 -2.08
Cl -3.24 2.95 -2.86
H -3.22 5.28 -3.11
H -2.07 4.47 -4.21
C 2.38 -0.29 -3.85
Cl 0.89 0.53 -3.37
Cl 3.09 -1.22 -2.52
H 2.15 -0.97 -4.66
H 3.10 0.45 -4.17
C -3.83 -1.06 -3.98
Cl -2.12 -0.62 -4.08
Cl -4.64 -0.35 -2.58
H -4.33 -0.69 -4.87
H -3.91 -2.14 -3.92
C -5.24 1.58 2.03
Cl -4.75 0.99 0.44
Cl -5.05 0.35 3.29
H -4.63 2.43 2.29
H -6.29 1.86 1.99
C -7.13 -2.20 1.34
Cl -6.64 -2.79 -0.25
Cl -6.91 -3.42 2.60
H -6.52 -1.34 1.59
H -8.18 -1.93 1.30
C 6.72 -1.92 -1.81
Cl 6.91 -2.29 -3.53
Cl 7.17 -3.30 -0.79
H 7.37 -1.09 -1.56
H 5.69 -1.67 -1.62
```

As for the HOMO energy: -10.359 eV. As for the HOMO-LUMO gap: 10.69 eV.

These are the natural (NBO) partial charges, in e, on atoms 1 to 6: O -0.92; S 2.38; O -0.92; C -0.73; C -0.25; Br 0.01


ORCA calculation (ωB97M-V with the def2-TZVPD basis set) on a structure of composition C5H7NaO4.

XYZ file:
```
17
C5H7NaO4 | the OMol25 dataset | ωB97M-V with the def2-TZVPD basis set
H -2.70 0.76 -0.25
O -1.02 1.65 0.47
C -1.60 0.70 -0.17
C -0.92 -0.60 -0.48
C 0.01 -1.11 0.62
C 0.52 -2.54 0.33
O -0.42 -3.51 0.36
H -0.36 -0.48 -1.42
H -1.72 -1.33 -0.68
H -0.52 -1.11 1.59
H 0.86 -0.42 0.73
H 1.35 -2.72 1.07
H 1.04 -2.48 -0.68
O 0.99 3.65 0.67
C 0.61 2.76 -0.12
O 1.19 2.42 -1.17
Na 2.68 4.36 -0.85
```

The calculation puts the relative energy (zero: lowest compared OMol25 entry of this formula, charge and spin) at 18.1 kcal per mole. Its spin multiplicity is 2. As for the HOMO energy (alpha / beta): -2.188 / -2.186 eV. As for the HOMO-LUMO gap (alpha / beta): 3.28 / 3.50 eV. As for the charge: -1.

These are the natural (NBO) partial charges, in e, on atoms 1 to 6: H 0.11; O -0.57; C 0.43; C -0.53; C -0.41; C 0.00


ORCA calculation (ωB97M-V with the def2-TZVPD basis set) on a cluster of 2 separate species, C5H12NO2 in total.

XYZ file:
```
20
C5H12NO2 | the OMol25 dataset | ωB97M-V with the def2-TZVPD basis set
O 2.56 -1.02 1.08
C 1.37 -1.01 0.88
C 0.90 0.49 0.68
C -0.08 0.73 -0.51
C -1.40 0.20 -0.12
C -2.47 0.77 0.40
N 2.23 1.31 0.34
H 0.48 -1.62 0.83
H 0.38 1.12 1.61
H -0.15 0.43 -1.53
H -0.16 1.78 -0.63
H -1.58 -0.90 -0.42
H -2.66 1.88 0.71
H -3.31 0.06 0.42
H 2.76 1.34 1.13
H 2.07 2.37 0.32
H 2.85 0.85 -0.44
H -1.99 -2.62 -1.81
H -0.63 -3.42 -1.57
O -1.18 -2.72 -1.36
```

The calculation puts the relative energy (zero: lowest compared OMol25 entry of this formula, charge and spin) at 97.1 kcal per mole. As for the HOMO energy: -13.479 eV. As for the HOMO-LUMO gap: 9.59 eV. As for the charge: +1.

These are the natural (NBO) partial charges, in e, on atoms 1 to 6: O -0.49; C 0.43; C -0.11; C -0.54; C -0.25; C -0.36


| no. | largest force on an atom (eV/A) | energy (Ha) |
| --- | --- | --- |
| 1 | 1.17 | -10171.56853 |
| 2 | 3.97 | -657.90484 |
| 3 | 5.21 | -402.56707 |